one | This record from the OMol25 dataset describes a molecular structure, C43H47AgAs2BrClINPS4Sb. The level of theory is ωB97M-V with the def2-TZVPD basis set.

Each line ends with the Mulliken charge.
CARTESIAN COORDINATES (ANGSTROEM)
Ag  0.253  -0.312  0.205  0.55
S  -3.046  1.354  -5.323  -0.62
As  -3.437  -0.286  -4.044  0.14
S  -1.466  0.157  -1.872  -0.24
S  -2.167  0.006  0.129  -0.72
S  -5.297  -0.188  -3.038  -0.61
C  3.215  2.525  4.720  -1.09
C  3.028  1.864  3.359  -0.73
Sb  1.046  1.940  2.419  -0.06
C  0.150  0.362  3.605  -0.45
C  0.682  0.072  5.003  -1.11
C  0.306  3.665  3.502  -0.01
C  -0.282  3.460  4.892  -1.14
H  4.250  2.442  5.072  0.38
H  2.576  2.073  5.479  0.16
H  2.969  3.588  4.685  0.29
H  3.296  0.803  3.405  0.29
H  3.711  2.312  2.632  0.53
H  0.232  -0.525  2.973  0.15
H  -0.919  0.592  3.619  0.46
H  1.757  -0.123  4.994  0.24
H  0.197  -0.814  5.426  0.42
H  0.505  0.899  5.690  0.18
H  -0.449  4.089  2.843  -0.30
H  1.132  4.382  3.524  0.38
H  -1.065  2.698  4.883  0.26
H  -0.737  4.384  5.262  0.41
H  0.473  3.150  5.617  0.22
Br  0.101  5.367  -0.013  -0.15
C  -1.496  5.869  0.902  0.54
C  -1.610  7.206  1.263  -0.52
C  -2.745  7.642  1.925  -0.38
C  -3.756  6.733  2.215  -0.66
C  -3.618  5.406  1.846  -0.35
C  -2.483  4.934  1.180  -0.43
I  -2.379  2.831  0.700  0.43
H  -0.811  7.895  1.021  0.35
H  -2.839  8.684  2.205  0.34
H  -4.654  7.060  2.726  0.35
H  -4.410  4.701  2.070  0.36
Cl  5.157  -3.474  1.113  -0.21
C  4.524  -1.940  0.612  0.36
C  5.343  -1.016  -0.013  -0.34
C  4.794  0.199  -0.382  -0.93
C  3.455  0.439  -0.107  -0.60
N  2.674  -0.464  0.478  1.08
C  3.190  -1.638  0.829  -1.02
H  6.381  -1.254  -0.205  0.45
H  5.388  0.952  -0.881  0.47
H  2.978  1.375  -0.374  0.48
H  2.517  -2.362  1.275  0.43
C  1.333  -3.993  -1.146  0.15
C  1.054  -5.066  -2.183  -1.81
As  2.067  -6.747  -1.969  0.13
C  1.835  -6.853  -0.027  -0.23
C  2.737  -6.358  0.908  0.62
C  2.421  -6.353  2.260  -0.67
C  1.195  -6.838  2.694  -0.44
C  0.289  -7.336  1.767  -0.65
C  0.612  -7.350  0.418  -0.27
C  3.894  -6.054  -2.057  0.21
C  4.196  -4.906  -2.785  -0.27
C  5.509  -4.475  -2.918  -0.54
C  6.542  -5.184  -2.322  -0.51
C  6.253  -6.334  -1.599  -0.53
C  4.941  -6.767  -1.476  -0.33
P  0.314  -2.430  -1.317  -0.56
C  -1.321  -3.242  -1.248  1.42
C  -1.555  -3.932  -0.054  -0.47
C  -2.759  -4.578  0.171  -0.85
C  -3.766  -4.520  -0.784  -0.52
C  -3.558  -3.804  -1.951  -0.68
C  -2.341  -3.175  -2.185  -0.25
C  0.889  -1.958  -2.994  1.63
C  0.102  -1.650  -4.100  -0.05
C  0.682  -1.201  -5.279  -0.96
C  2.056  -1.034  -5.375  -0.65
C  2.850  -1.302  -4.268  -0.91
C  2.270  -1.755  -3.093  -0.38
H  2.391  -3.718  -1.130  0.46
H  1.112  -4.380  -0.150  0.18
H  1.217  -4.707  -3.202  0.56
H  0.004  -5.366  -2.134  0.62
H  3.679  -5.938  0.581  0.05
H  3.127  -5.943  2.973  0.39
H  0.941  -6.817  3.746  0.37
H  -0.678  -7.701  2.091  0.41
H  -0.112  -7.725  -0.297  0.33
H  3.409  -4.328  -3.254  0.32
H  5.717  -3.576  -3.486  0.43
H  7.566  -4.843  -2.419  0.40
H  7.052  -6.897  -1.130  0.37
H  4.731  -7.670  -0.910  0.37
H  -0.804  -3.936  0.730  0.37
H  -2.921  -5.093  1.112  0.39
H  -4.722  -4.994  -0.598  0.33
H  -4.354  -3.676  -2.674  0.39
H  -2.243  -2.580  -3.079  0.13
H  -0.977  -1.684  -4.044  -0.06
H  0.035  -0.942  -6.107  0.42
H  2.500  -0.667  -6.292  0.36
H  3.922  -1.136  -4.309  0.44
H  2.907  -1.918  -2.229  0.28

## Properties
LUMO, eV: 3.237
Total charge: -2
M, g mol⁻¹: 1358.8
Frontier orbital gap, eV: 3.843



two | This record from the OMol25 dataset describes a molecular structure, C43H47AgAs2BrClINPS4Sb. The level of theory is ωB97M-V with the def2-TZVPD basis set.

Each line ends with the Mulliken charge.
CARTESIAN COORDINATES (ANGSTROEM)
Ag  -1.145  -0.442  1.788  2.36
S  -2.319  0.937  6.516  -0.64
As  -1.732  1.133  4.467  0.20
S  -0.083  -0.301  3.994  -0.77
S  -3.368  0.460  3.127  -0.50
S  -1.091  3.111  3.979  -0.63
C  -3.502  2.646  -2.993  -1.17
C  -2.288  2.219  -2.155  -0.59
Sb  -2.561  1.736  -0.003  -0.89
C  -2.540  3.759  0.727  -0.30
C  -2.810  4.886  -0.269  -1.12
C  -4.697  1.379  -0.117  -0.66
C  -5.604  2.603  0.001  -1.20
H  -3.247  2.783  -4.052  0.40
H  -3.918  3.591  -2.638  0.17
H  -4.304  1.905  -2.950  0.26
H  -1.510  2.987  -2.195  0.21
H  -1.844  1.312  -2.584  0.44
H  -1.556  3.860  1.183  0.03
H  -3.234  3.772  1.568  0.56
H  -2.085  4.887  -1.088  0.21
H  -2.732  5.859  0.230  0.38
H  -3.806  4.828  -0.710  0.18
H  -4.886  0.699  0.714  0.34
H  -4.884  0.834  -1.048  0.45
H  -5.402  3.143  0.927  0.26
H  -6.661  2.313  0.017  0.41
H  -5.468  3.296  -0.831  0.20
Br  -3.724  -6.699  4.575  -0.24
C  -3.651  -4.962  5.355  0.22
C  -4.365  -4.771  6.526  -0.36
C  -4.349  -3.526  7.143  -0.49
C  -3.624  -2.480  6.594  -0.50
C  -2.910  -2.671  5.418  0.54
C  -2.922  -3.913  4.796  -0.36
I  -1.830  -4.092  3.035  0.22
H  -4.926  -5.595  6.946  0.36
H  -4.912  -3.381  8.058  0.34
H  -3.584  -1.491  7.038  0.20
H  -2.342  -1.846  4.997  -0.07
Cl  -1.733  -4.008  -3.207  -0.26
C  -2.484  -3.258  -1.819  0.04
C  -3.832  -3.417  -1.575  -0.32
C  -4.365  -2.788  -0.466  -0.88
C  -3.531  -2.033  0.348  -0.46
N  -2.232  -1.888  0.094  0.63
C  -1.712  -2.489  -0.963  -0.79
H  -4.443  -4.017  -2.239  0.43
H  -5.415  -2.881  -0.223  0.46
H  -3.893  -1.517  1.236  0.43
H  -0.652  -2.337  -1.140  0.33
C  1.991  -0.447  -1.562  -0.44
C  2.375  -1.901  -1.811  -1.93
As  3.896  -2.213  -3.027  0.16
C  5.162  -0.993  -2.173  0.06
C  5.151  0.395  -2.307  0.07
C  6.018  1.183  -1.562  -0.65
C  6.905  0.593  -0.668  -0.33
C  6.925  -0.787  -0.528  -0.71
C  6.061  -1.572  -1.280  -0.40
C  3.326  -1.126  -4.547  0.33
C  4.271  -0.509  -5.365  -0.37
C  3.879  0.190  -6.501  -0.54
C  2.535  0.272  -6.840  -0.42
C  1.588  -0.355  -6.043  -0.66
C  1.983  -1.051  -4.907  -0.33
P  0.978  -0.227  0.004  1.84
C  2.280  -0.815  1.165  0.29
C  3.552  -0.249  1.225  -0.31
C  4.527  -0.789  2.053  -0.60
C  4.240  -1.903  2.832  -0.74
C  2.977  -2.476  2.779  -0.50
C  2.005  -1.932  1.949  -0.80
C  1.118  1.599  0.134  0.82
C  1.080  2.386  -1.023  -0.46
C  1.090  3.771  -0.937  -0.62
C  1.130  4.388  0.309  -0.52
C  1.129  3.614  1.460  -0.99
C  1.120  2.226  1.378  -0.64
H  1.403  -0.064  -2.395  0.42
H  2.871  0.188  -1.461  0.16
H  1.542  -2.484  -2.214  0.51
H  2.680  -2.392  -0.885  0.68
H  4.450  0.871  -2.981  0.38
H  5.979  2.261  -1.660  0.39
H  7.568  1.210  -0.075  0.38
H  7.604  -1.252  0.177  0.38
H  6.070  -2.650  -1.153  0.34
H  5.322  -0.562  -5.106  0.42
H  4.626  0.676  -7.117  0.37
H  2.227  0.824  -7.719  0.37
H  0.537  -0.294  -6.297  0.41
H  1.229  -1.531  -4.294  0.41
H  3.782  0.628  0.627  0.32
H  5.509  -0.330  2.098  0.50
H  4.993  -2.311  3.496  0.35
H  2.734  -3.324  3.407  0.45
H  1.005  -2.347  1.946  0.28
H  1.018  1.924  -2.002  0.21
H  1.046  4.366  -1.843  0.36
H  1.114  5.469  0.381  0.35
H  1.070  4.075  2.438  0.53
H  1.035  1.640  2.290  0.42

## Properties
LUMO, eV: 3.440
Total charge: -2
M, g mol⁻¹: 1358.8
Frontier orbital gap, eV: 4.507



Which of them is most stable, and which least? Most stable: two; least stable: one.



one | This record from the OMol25 dataset describes 2 unconnected molecules or ions with the total composition C3H8NO2S. The level of theory is ωB97M-V with the def2-TZVPD basis set.

Each line ends with the natural charge from an NBO analysis.
CARTESIAN COORDINATES (ANGSTROEM)
O  0.075  0.598  -2.187  -0.58
C  0.623  0.157  -1.183  0.41
C  -0.044  -0.954  -0.187  -0.14
C  0.146  -0.828  1.363  -0.55
S  1.875  -0.963  1.726  -0.74
N  -1.475  -0.735  -0.341  -0.88
H  1.637  0.500  -1.011  0.12
H  0.235  -1.951  -0.546  0.22
H  -0.147  0.042  1.914  0.20
H  -0.228  -1.782  1.607  0.20
H  -1.985  -1.309  -0.911  0.35
H  -1.789  0.248  -0.255  0.37
H  0.228  2.222  0.784  0.48
H  0.786  2.145  -0.675  0.48
O  0.061  2.611  -0.098  -0.95

## Properties
LUMO, eV: 3.832
Total charge: -1
M, g mol⁻¹: 122.2
Frontier orbital gap, eV: 6.406



two | This record from the OMol25 dataset describes 2 unconnected molecules or ions with the total composition C3H8NO2S. The level of theory is ωB97M-V with the def2-TZVPD basis set.

Each line ends with the natural charge from an NBO analysis.
CARTESIAN COORDINATES (ANGSTROEM)
C  -1.202  0.581  0.316  -0.52
C  -1.197  -0.722  -0.570  -0.52
S  -0.734  -0.518  -2.319  -0.62
C  -0.255  0.534  1.510  0.68
N  1.070  0.464  1.204  -0.84
O  -0.661  0.578  2.677  -0.68
H  -2.218  0.775  0.755  0.21
H  -0.956  1.385  -0.312  0.23
H  -2.191  -1.201  -0.525  0.19
H  -0.529  -1.485  -0.138  0.18
H  1.673  0.402  1.981  0.38
H  1.397  0.338  0.264  0.44
H  1.178  -0.105  -1.873  0.47
H  2.458  -0.981  -1.492  0.46
O  2.168  -0.044  -1.478  -1.05

## Properties
LUMO, eV: 3.886
Total charge: -1
M, g mol⁻¹: 122.2
Frontier orbital gap, eV: 7.179



three | This record from the OMol25 dataset describes 2 unconnected molecules or ions with the total composition C3H8NO2S. The level of theory is ωB97M-V with the def2-TZVPD basis set.

Each line ends with the natural charge from an NBO analysis.
CARTESIAN COORDINATES (ANGSTROEM)
C  1.129  -0.362  0.044  -0.52
C  0.705  0.646  1.167  -0.52
S  0.311  2.357  0.570  -0.74
C  0.227  -0.850  -1.067  0.67
N  -0.098  -0.017  -2.108  -0.85
O  -0.133  -1.987  -0.886  -0.65
H  1.563  -1.314  0.443  0.22
H  2.154  -0.011  -0.391  0.21
H  1.487  0.661  1.969  0.19
H  -0.277  0.407  1.666  0.18
H  -0.777  -0.173  -2.839  0.39
H  -0.028  0.986  -1.851  0.43
H  -1.864  0.525  1.330  0.48
H  -1.933  -0.651  0.631  0.47
O  -2.465  -0.216  1.321  -0.94

## Properties
LUMO, eV: 3.856
Total charge: -1
M, g mol⁻¹: 122.2
Frontier orbital gap, eV: 6.834



Which of them is most stable, and which least? Most stable: two; least stable: one.